(1)
{"formula": "C17H20O3", "method": "ωB97M-V/def2-TZVPD", "symbols": ["C", "C", "O", "C", "C", "C", "C", "C", "C", "H", "O", "C", "C", "C", "O", "C", "C", "C", "C", "C", "C", "H", "H", "H", "H", "H", "H", "H", "H", "H", "H", "H", "H", "H", "H", "H", "H", "H", "H", "H"], "coordinates": [[-3.1053, 3.8962, -5.1385], [-2.4055, 3.3048, -4.0233], [-1.4869, 4.1541, -3.5620], [-0.7029, 3.7616, -2.3249], [0.3882, 4.7498, -1.7801], [0.9495, 4.3550, -0.5993], [0.7573, 3.1363, 0.1544], [0.0289, 2.1549, -0.6023], [-0.7679, 2.4145, -1.6996], [-1.5179, 1.7745, -1.9861], [-0.3774, 0.8029, -0.0998], [0.5168, 0.4404, 1.0842], [0.1695, -0.7032, 1.6138], [0.6687, -1.3339, 2.7339], [0.4392, -2.5910, 3.1610], [0.6553, -3.7265, 2.6503], [1.6632, -3.5895, 1.6038], [1.9629, -4.9133, 0.9941], [1.4522, -6.0840, 1.1848], [0.4403, -6.1349, 2.4308], [0.2875, -4.9418, 2.9660], [-0.6584, -5.0082, 3.8664], [0.0328, -7.0799, 2.7020], [1.5869, -7.1099, 0.9617], [2.8501, -5.0278, -0.1543], [2.0702, -2.7452, 1.0420], [0.5997, -0.5426, 3.7645], [1.7785, -1.3485, 2.4720], [-1.1397, -0.8398, 1.8753], [0.1101, -1.4387, 0.7562], [1.5182, 0.5349, 0.8189], [0.3872, 1.2710, 1.9450], [1.3991, 2.9377, 0.7688], [1.7272, 5.1297, -0.2498], [0.3010, 5.5963, -2.2660], [-2.0087, 2.1700, -4.4069], [-3.0032, 2.9328, -3.3016], [-2.5013, 4.0972, -5.7764], [-3.5382, 4.7301, -4.8586], [-3.8697, 3.0263, -5.5903]], "atomic_forces_ev_per_a": [[-7.3, -7.6, 3.8], [1.5, -5.3, -2.1], [4.5, 1.0, 4.4], [1.6, -0.7, 0.1], [-5.1, -7.7, 0.3], [1.8, 1.4, 1.1], [-6.6, 1.7, -10.7], [-1.6, -1.5, 2.9], [1.0, 5.9, -1.9], [-1.3, -1.7, -0.7], [3.4, 2.1, 1.5], [-1.1, 10.2, -1.0], [-10.9, -9.6, -1.6], [6.9, 2.6, 5.2], [-5.4, 1.9, 5.0], [7.4, 3.3, -7.5], [-0.9, -5.3, -1.1], [4.5, 4.2, -5.1], [-5.1, -3.2, 6.4], [4.5, 0.0, -5.4], [-7.7, -2.8, 7.0], [2.9, 0.7, -2.2], [-0.4, -0.2, 0.4], [1.0, -0.3, -1.6], [-2.5, 1.0, 3.7], [-0.4, -0.2, 0.8], [0.0, -2.5, -2.9], [-0.3, 0.3, 1.0], [3.1, 1.2, -1.0], [0.5, 0.1, 0.7], [1.9, -0.1, -0.9], [0.1, -1.1, -1.9], [6.5, -2.3, 7.3], [-1.2, -1.4, 0.0], [0.7, 4.5, -1.9], [0.0, 2.8, 0.6], [-2.5, -0.6, 2.8], [7.3, 2.3, -8.2], [-2.9, 4.1, 1.3], [1.8, 2.6, 1.2]], "nbo_charge": [-0.55, -0.02, -0.51, 0.37, -0.27, -0.16, -0.30, 0.34, -0.36, 0.24, -0.51, -0.08, -0.44, -0.01, -0.47, 0.32, -0.34, -0.15, -0.29, -0.15, -0.27, 0.19, 0.22, 0.23, 0.16, 0.24, 0.18, 0.15, 0.18, 0.24, 0.19, 0.16, 0.19, 0.22, 0.22, 0.11, 0.16, 0.19, 0.20, 0.19], "homo_energy_ha": -0.31067, "max_force_ev_per_a": 14.60, "total_energy_ha": -884.970666, "orbital_gap_ha": 0.3336, "relative_energy_kcal_mol": 323.8}


(2)
{"formula": "C17H21AsBr2N3O2SV", "method": "ωB97M-V/def2-TZVPD", "symbols": ["V", "C", "C", "C", "C", "C", "C", "Br", "C", "C", "Br", "C", "O", "C", "N", "H", "H", "H", "H", "H", "H", "C", "N", "C", "C", "N", "C", "S", "H", "H", "H", "H", "H", "H", "C", "As", "C", "C", "O", "H", "H", "H", "H", "H", "H", "H", "H", "H"], "coordinates": [[-0.4654, -0.2022, -0.6198], [-1.5843, 0.7866, 2.4268], [-0.1803, 0.2669, 2.4336], [0.5755, 0.2074, 3.6153], [1.8609, -0.2747, 3.6016], [2.4345, -0.7163, 2.3916], [3.7599, -1.2041, 2.2136], [4.9180, -1.3346, 3.6873], [4.2040, -1.5649, 0.9722], [3.3587, -1.4748, -0.1563], [4.0156, -1.9260, -1.8553], [2.0667, -1.0459, -0.0267], [1.1855, -0.9010, -1.0261], [1.6205, -0.6454, 1.2553], [0.3362, -0.1531, 1.2837], [-1.8119, 1.3129, 3.3500], [-2.2825, -0.0474, 2.3281], [-1.7423, 1.4643, 1.5850], [0.1302, 0.5515, 4.5380], [2.4421, -0.3124, 4.5137], [5.2153, -1.9242, 0.8421], [2.1039, 1.0368, -3.4835], [2.3582, 1.7384, -2.2222], [3.6042, 2.0797, -1.7356], [3.4176, 2.7294, -0.5650], [2.0573, 2.7562, -0.3536], [1.4187, 2.1505, -1.3663], [-0.2997, 1.9673, -1.5381], [3.0326, 1.0140, -4.0456], [1.3517, 1.5811, -4.0473], [1.7780, 0.0216, -3.2714], [4.5059, 1.8413, -2.2714], [4.1208, 3.1733, 0.1162], [1.5805, 3.2054, 0.4123], [-4.1646, -2.7534, -0.0754], [-3.9336, -1.0468, -0.8918], [-4.9554, 0.2923, 0.0040], [-4.3584, -1.1053, -2.7473], [-2.2956, -0.6083, -0.7320], [-5.1813, -3.1052, -0.2469], [-3.9847, -2.6606, 0.9937], [-3.4557, -3.4513, -0.5171], [-6.0057, 0.1944, -0.2680], [-4.5862, 1.2686, -0.3046], [-4.8448, 0.1679, 1.0792], [-5.4096, -1.3684, -2.8607], [-3.7364, -1.8561, -3.2309], [-4.1747, -0.1257, -3.1845]], "atomic_forces_ev_per_a": [[-0.2, 0.3, 0.0], [0.0, 0.0, 0.0], [0.0, 0.0, 0.0], [0.1, 0.0, 0.0], [-0.1, 0.0, 0.0], [0.0, 0.0, 0.0], [0.0, 0.0, 0.0], [0.0, 0.0, 0.0], [0.0, 0.0, 0.1], [0.0, -0.1, -0.1], [0.0, 0.0, 0.0], [0.1, 0.1, 0.5], [-0.2, -0.1, -0.4], [-0.1, 0.0, -0.2], [0.1, 0.0, 0.0], [0.0, 0.0, 0.0], [0.0, 0.0, 0.0], [0.0, 0.0, 0.0], [0.0, 0.0, 0.0], [0.0, 0.0, 0.0], [0.0, 0.0, 0.0], [0.1, 0.1, 0.1], [0.0, 0.0, -0.1], [0.0, 0.0, 0.0], [0.0, 0.0, 0.0], [0.0, 0.0, 0.0], [0.0, -0.1, 0.0], [0.0, 0.0, 0.1], [0.0, 0.0, 0.0], [0.0, 0.0, 0.0], [0.0, 0.0, 0.0], [0.0, 0.0, 0.0], [0.0, 0.0, 0.0], [0.0, 0.0, 0.0], [0.0, 0.0, 0.0], [-0.1, 0.0, 0.0], [0.0, 0.0, 0.0], [0.0, 0.0, 0.0], [0.2, -0.1, 0.0], [0.0, 0.0, 0.0], [0.0, 0.0, 0.0], [0.0, 0.0, 0.0], [0.0, 0.0, 0.0], [0.0, 0.0, 0.0], [0.0, 0.0, 0.0], [0.0, 0.0, 0.0], [0.0, 0.0, 0.0], [0.0, 0.0, 0.0]], "nbo_charge": [1.51, -0.66, 0.31, -0.27, -0.04, -0.13, -0.06, 0.15, -0.23, -0.12, 0.14, 0.29, -0.73, 0.12, -0.55, 0.26, 0.23, 0.24, 0.25, 0.26, 0.26, -0.41, -0.30, -0.04, -0.06, -0.48, 0.27, -0.19, 0.24, 0.24, 0.24, 0.26, 0.26, 0.45, -0.99, 1.98, -0.99, -0.99, -1.16, 0.28, 0.27, 0.27, 0.28, 0.27, 0.26, 0.28, 0.27, 0.27], "homo_energy_ha": [-0.50028, -0.50080], "max_force_ev_per_a": 0.47, "spin_multiplicity": 3, "total_energy_ha": -9700.755055, "orbital_gap_ha": [0.2591, 0.2716], "total_charge": 2, "relative_energy_kcal_mol": 3.1}


(3)
{"formula": "C17H21AuN3OSi", "method": "ωB97M-V/def2-TZVPD", "symbols": ["Au", "C", "C", "N", "N", "C", "O", "C", "C", "C", "C", "C", "C", "C", "C", "C", "C", "C", "N", "H", "H", "H", "H", "H", "H", "H", "H", "H", "H", "H", "H", "C", "Si", "C", "C", "H", "H", "H", "H", "H", "H", "H", "H", "H"], "coordinates": [[-0.5554, -0.6587, -1.6865], [-1.5693, -1.1258, 2.6823], [-1.5200, -1.1697, 1.1847], [-0.3946, -1.2463, 0.5588], [0.8197, -1.2940, 0.9363], [1.8058, -1.1515, 0.0417], [1.5961, -1.0625, -1.1972], [3.1627, -1.0597, 0.5739], [3.4032, -1.0295, 1.9486], [4.6956, -0.9004, 2.4147], [5.7563, -0.8051, 1.5248], [5.5219, -0.8279, 0.1579], [4.2318, -0.9545, -0.3190], [-2.7098, -1.1000, 0.3725], [-3.9886, -0.9361, 0.9245], [-5.0921, -0.8895, 0.1000], [-4.9200, -1.0382, -1.2771], [-3.6381, -1.1703, -1.7639], [-2.5663, -1.1798, -0.9764], [-0.5577, -1.1981, 3.0739], [-2.1546, -1.9577, 3.0703], [-2.0154, -0.1968, 3.0318], [2.5712, -1.1022, 2.6324], [4.8754, -0.8686, 3.4778], [6.7652, -0.7145, 1.8954], [6.3399, -0.7458, -0.5424], [4.0270, -0.9744, -1.3796], [-4.1009, -0.8455, 1.9920], [-6.0793, -0.7472, 0.5108], [-5.7617, -1.0482, -1.9496], [-3.4492, -1.2815, -2.8214], [-0.6318, 2.2434, 0.2773], [-0.3422, 1.8221, -1.5697], [-1.8022, 2.4626, -2.6201], [1.3942, 2.3820, -2.1105], [-0.6002, 3.3215, 0.4159], [0.1332, 1.8109, 0.9167], [-1.6014, 1.8978, 0.6268], [-1.8079, 3.5485, -2.6003], [-2.7557, 2.1235, -2.2261], [-1.7373, 2.1554, -3.6580], [1.4646, 3.4668, -2.0667], [1.6307, 2.0738, -3.1233], [2.1562, 1.9712, -1.4539]], "atomic_forces_ev_per_a": [[0.9, -0.4, 0.4], [-0.2, -0.2, -0.1], [2.3, -0.1, 1.5], [-2.1, 0.4, -2.9], [1.9, 0.1, 3.7], [-1.8, -0.2, 0.5], [-0.2, 0.8, -1.9], [0.6, 0.0, -0.1], [-0.2, 0.0, -0.1], [0.1, 0.0, 0.0], [0.0, 0.0, 0.0], [0.0, 0.0, -0.1], [-0.2, 0.0, 0.1], [-0.9, 0.2, -0.9], [0.6, -0.2, -0.1], [0.1, -0.1, -0.6], [-0.2, 0.0, 0.4], [-0.3, 0.0, -0.2], [-0.4, 0.7, 0.0], [0.0, 0.0, 0.0], [-0.1, 0.0, 0.2], [-0.1, 0.1, 0.1], [0.0, 0.0, 0.0], [0.0, 0.0, 0.1], [0.1, 0.0, 0.1], [0.1, 0.0, 0.0], [0.0, 0.0, -0.1], [0.0, 0.0, 0.1], [-0.1, 0.0, 0.1], [-0.1, 0.0, -0.1], [0.0, 0.1, -0.1], [0.1, -0.8, -0.8], [-0.1, 1.5, 0.8], [0.6, -1.0, 0.2], [-0.7, -1.0, 0.0], [0.0, 0.2, -0.2], [0.1, -0.1, 0.0], [-0.1, -0.1, 0.0], [0.2, 0.3, 0.2], [-0.1, -0.1, 0.1], [0.0, -0.1, -0.2], [-0.3, 0.2, 0.1], [0.0, 0.0, -0.2], [0.0, -0.1, 0.1]], "nbo_charge": [0.92, -0.68, 0.16, -0.31, -0.44, 0.63, -0.71, -0.19, -0.09, -0.24, -0.16, -0.22, -0.15, 0.19, -0.23, -0.11, -0.26, 0.07, -0.54, 0.26, 0.23, 0.23, 0.23, 0.22, 0.22, 0.22, 0.23, 0.24, 0.24, 0.25, 0.22, -1.14, 1.59, -1.13, -1.13, 0.27, 0.26, 0.25, 0.28, 0.25, 0.26, 0.27, 0.26, 0.27], "homo_energy_ha": -0.39829, "max_force_ev_per_a": 4.13, "total_energy_ha": -1324.799984, "orbital_gap_ha": 0.1881, "total_charge": 1}


(4)
{"formula": "C17H21BeN2O2Si", "method": "ωB97M-V/def2-TZVPD", "symbols": ["Be", "C", "C", "O", "C", "C", "C", "N", "N", "C", "O", "C", "C", "C", "C", "C", "C", "H", "H", "H", "H", "H", "H", "H", "H", "H", "H", "H", "H", "C", "Si", "C", "C", "C", "C", "H", "H", "H", "H", "H", "H", "H", "H", "H"], "coordinates": [[-0.5741, 0.5920, -0.6774], [-3.2509, -1.4725, 1.2740], [-2.0025, -0.6605, 0.9571], [-2.0330, 0.0239, -0.1099], [-1.0015, -0.6616, 1.9081], [0.0545, 0.2774, 1.8810], [0.7855, 0.6642, 3.1411], [0.2847, 0.8636, 0.7547], [1.0010, 2.0166, 0.6333], [0.6147, 2.5959, -0.4714], [-0.2412, 2.1019, -1.2840], [1.0873, 3.9766, -0.6666], [2.2477, 4.4426, -0.0535], [2.5821, 5.7802, -0.1362], [1.7653, 6.6642, -0.8262], [0.6258, 6.1990, -1.4635], [0.2901, 4.8618, -1.3877], [-3.8307, -1.6322, 0.3681], [-3.8654, -0.9291, 1.9934], [-2.9752, -2.4326, 1.7053], [-1.1120, -1.2841, 2.7859], [0.7343, -0.1236, 3.8896], [0.3509, 1.5759, 3.5529], [1.8222, 0.8778, 2.8945], [2.8599, 3.7359, 0.4849], [3.4768, 6.1440, 0.3519], [2.0172, 7.7165, -0.8657], [-0.0088, 6.8899, -2.0038], [-0.5973, 4.4773, -1.8691], [-1.8290, -4.4239, -1.4617], [-0.0045, -3.8916, -1.2145], [0.5176, -4.3190, 0.5800], [1.0367, -5.0605, -2.3286], [0.1311, -2.0864, -1.4872], [0.0234, -0.8699, -1.4888], [-1.9716, -5.5018, -1.4507], [-2.2030, -4.0503, -2.4100], [-2.4463, -3.9933, -0.6805], [0.3467, -5.3642, 0.8289], [-0.0382, -3.7079, 1.2857], [1.5740, -4.1093, 0.7310], [0.9293, -6.0979, -2.0193], [2.0922, -4.8125, -2.2760], [0.7325, -4.9942, -3.3685]], "atomic_forces_ev_per_a": [[-0.1, -0.3, -0.2], [0.2, 0.2, -0.2], [-0.5, -0.4, 0.7], [0.0, 0.7, -0.6], [0.0, -0.4, 0.2], [0.4, 0.3, 0.2], [0.0, 0.0, -0.4], [-0.7, -0.4, -0.5], [0.7, 0.7, 0.5], [0.4, 0.2, 0.7], [-0.7, -0.6, -0.3], [0.0, 0.4, -0.2], [-0.1, -0.1, -0.1], [0.1, 0.1, 0.1], [0.0, 0.2, 0.0], [0.0, 0.2, 0.0], [0.0, -0.3, 0.0], [0.0, 0.0, -0.1], [0.0, 0.0, 0.0], [0.0, -0.1, 0.1], [-0.1, 0.0, 0.0], [-0.1, -0.1, 0.0], [0.0, 0.0, 0.0], [0.1, 0.1, 0.1], [0.0, 0.0, 0.1], [0.1, 0.0, 0.0], [0.0, 0.0, 0.0], [0.0, 0.0, 0.0], [0.0, 0.0, 0.0], [0.6, 0.2, 0.1], [-0.1, -0.4, 0.3], [-0.2, 0.2, -0.6], [-0.3, 0.7, 0.3], [0.3, -1.2, -0.3], [-0.1, 0.1, 0.0], [0.1, -0.2, 0.1], [0.0, 0.1, -0.2], [-0.1, 0.1, 0.2], [-0.1, -0.2, -0.1], [-0.1, 0.2, 0.1], [0.2, 0.1, 0.0], [-0.1, -0.1, 0.2], [0.2, 0.1, 0.0], [-0.1, 0.1, -0.2]], "nbo_charge": [1.63, -0.68, 0.50, -0.83, -0.50, 0.31, -0.67, -0.56, -0.44, 0.52, -0.87, 0.00, -0.21, -0.22, -0.23, -0.22, -0.22, 0.22, 0.21, 0.21, 0.20, 0.21, 0.22, 0.23, 0.23, 0.20, 0.20, 0.20, 0.23, -1.09, 1.58, -1.09, -1.08, -0.73, -0.49, 0.21, 0.23, 0.23, 0.21, 0.24, 0.23, 0.22, 0.23, 0.22], "homo_energy_ha": -0.14632, "max_force_ev_per_a": 1.28, "total_energy_ha": -1224.803759, "orbital_gap_ha": 0.2608, "total_charge": -1}